# 1
55
Properties=species:S:1:pos:R:3:lowdin_charge:R:1 method="wB97M-V/def2-TZVPD" homo_energy_ev=-8.14 smiles="CNC(=O)[C@H](CC(N)=O)NC(C)=O.CN(C)Cc1ccc(-c2cccnc2)o1" multiplicity=1 lumo_energy_ev=0.162 gap_ev=8.3 total_energy_ev=-35782.360
C 3.152 2.414 -3.142 -0.048
N 3.373 1.952 -1.772 0.038
C 2.522 1.214 -1.051 -0.456
O 1.462 0.806 -1.519 0.032
C 2.876 0.842 0.407 -0.182
C 2.296 1.864 1.406 -0.039
C 2.375 1.431 2.859 -0.587
N 1.853 0.277 3.203 0.183
O 2.919 2.111 3.708 0.038
N 4.290 0.569 0.733 0.126
C 5.343 1.382 0.615 -0.535
C 6.664 0.826 1.092 0.008
O 5.291 2.512 0.151 0.035
H 2.388 1.809 -3.634 0.081
H 4.081 2.345 -3.710 0.081
H 2.821 3.454 -3.127 0.083
H 4.202 2.285 -1.290 0.088
H 2.345 -0.095 0.568 0.117
H 2.817 2.816 1.299 0.127
H 1.245 2.025 1.168 0.130
H 1.368 -0.298 2.524 0.047
H 1.898 0.047 4.177 0.117
H 4.479 -0.329 1.145 0.145
H 6.889 -0.094 0.556 0.083
H 7.446 1.561 0.900 0.087
H 6.604 0.634 2.162 0.087
C -3.731 1.466 -2.042 -0.087
N -5.118 0.994 -1.857 -0.265
C -5.635 0.174 -2.967 -0.094
C -5.466 0.523 -0.494 -0.119
C -4.713 -0.726 -0.103 -0.242
C -5.227 -1.994 -0.024 -0.010
C -4.131 -2.847 0.359 0.002
C -3.036 -2.032 0.494 -0.224
C -1.677 -2.413 0.873 -0.123
C -1.306 -3.741 1.109 -0.002
C 0.009 -3.999 1.485 -0.055
C 0.908 -2.942 1.624 -0.131
N 0.558 -1.664 1.404 0.031
C -0.707 -1.409 1.015 -0.039
O -3.383 -0.733 0.231 0.073
H -3.641 2.024 -2.979 0.081
H -3.032 0.624 -2.075 0.077
H -3.437 2.130 -1.222 0.085
H -5.114 -0.788 -3.011 0.076
H -5.492 0.689 -3.922 0.080
H -6.705 -0.015 -2.839 0.080
H -6.542 0.329 -0.440 0.123
H -5.244 1.309 0.235 0.123
H -6.251 -2.290 -0.229 0.114
H -4.168 -3.920 0.509 0.108
H -2.013 -4.561 1.002 0.114
H 0.341 -5.014 1.676 0.104
H 1.927 -3.158 1.930 0.106
H -0.974 -0.373 0.827 0.127

***

# 2
55
Properties=species:S:1:pos:R:3:lowdin_charge:R:1 method="wB97M-V/def2-TZVPD" homo_energy_ev=-8.03 smiles="CNC(=O)[C@H](CCC(N)=O)NC(C)=O.O=C1Nc2ccccc2[C@]12CCNC2" multiplicity=1 lumo_energy_ev=0.382 gap_ev=8.4 total_energy_ev=-35784.022
C 2.556 2.153 3.735 -0.054
N 1.729 2.046 2.532 0.050
C 0.796 1.128 2.252 -0.432
O 0.170 1.216 1.203 0.034
C 0.518 -0.047 3.207 -0.205
C 1.005 -1.391 2.633 -0.112
C 2.465 -1.353 2.154 -0.092
C 3.055 -2.746 1.973 -0.581
N 3.246 -3.500 3.033 0.173
O 3.353 -3.188 0.880 0.048
N -0.917 -0.153 3.485 0.110
C -1.429 -0.495 4.665 -0.554
C -2.935 -0.546 4.759 0.004
O -0.739 -0.750 5.645 0.037
H 3.241 1.307 3.803 0.074
H 1.927 2.185 4.628 0.092
H 3.143 3.073 3.693 0.091
H 1.827 2.767 1.833 0.148
H 1.045 0.129 4.144 0.132
H 0.899 -2.147 3.413 0.118
H 0.373 -1.680 1.791 0.133
H 2.529 -0.813 1.209 0.123
H 3.072 -0.835 2.895 0.108
H 2.985 -3.185 3.948 0.109
H 3.614 -4.416 2.851 0.122
H -1.550 0.039 2.723 0.152
H -3.304 -1.364 4.143 0.086
H -3.354 0.397 4.412 0.082
H -3.222 -0.711 5.797 0.085
O -2.731 -0.224 -1.250 0.064
C -1.745 0.032 -1.930 -0.387
N -0.526 0.305 -1.370 0.177
C 0.355 0.749 -2.335 -0.193
C 1.660 1.221 -2.217 -0.012
C 2.357 1.598 -3.374 -0.087
C 1.737 1.508 -4.632 -0.092
C 0.418 1.044 -4.740 -0.017
C -0.263 0.675 -3.576 -0.119
C -1.691 0.196 -3.455 -0.280
C -2.722 1.207 -3.982 -0.087
C -3.819 0.339 -4.570 -0.211
N -3.063 -0.792 -5.114 -0.058
C -1.980 -1.125 -4.176 -0.121
H -0.444 0.558 -0.385 0.107
H 2.127 1.279 -1.240 0.098
H 3.380 1.955 -3.299 0.098
H 2.281 1.802 -5.524 0.095
H -0.073 0.977 -5.708 0.118
H -3.106 1.865 -3.196 0.128
H -2.287 1.830 -4.770 0.118
H -4.392 0.867 -5.339 0.112
H -4.504 0.005 -3.783 0.114
H -3.663 -1.596 -5.299 0.109
H -1.098 -1.503 -4.705 0.121
H -2.309 -1.895 -3.468 0.123

***

# 3
54
Properties=species:S:1:pos:R:3:lowdin_charge:R:1 method="wB97M-V/def2-TZVPD" homo_energy_ev="-18.38 / -18.37" charge=+3 multiplicity=5 lumo_energy_ev="-9.974 / -13.829" gap_ev="8.4 / 4.5" total_energy_ev=-34576.192 s_squared=6.063
Pd -0.919 -0.294 0.308 1.125
C -3.007 -1.081 2.570 -0.109
N -2.695 -0.027 1.630 -0.014
C -3.346 1.077 1.514 -0.012
C -2.869 2.036 0.583 -0.198
C -3.329 3.328 0.231 0.041
C -2.429 3.811 -0.678 0.066
C -1.417 2.772 -0.864 -0.015
N -1.688 1.738 -0.118 0.004
C -1.726 -1.813 2.875 -0.147
C -1.193 -1.869 4.139 0.040
C 0.039 -2.500 4.329 0.101
C 0.720 -3.122 3.245 0.061
C 0.193 -3.073 1.972 -0.026
C -1.035 -2.433 1.768 -0.029
H -3.707 -1.788 2.104 0.165
H -3.486 -0.708 3.477 0.151
H -4.232 1.296 2.108 0.170
H -4.209 3.819 0.617 0.143
H -2.438 4.770 -1.172 0.140
H -0.555 2.808 -1.516 0.137
H -1.710 -1.430 4.983 0.148
H 0.490 -2.505 5.316 0.153
H 1.631 -3.680 3.426 0.148
H 0.674 -3.610 1.167 0.135
H -1.605 -2.686 0.873 0.125
C 4.406 2.610 -2.622 -0.065
C 4.979 1.540 -1.700 -0.404
C 4.963 1.945 -0.229 -0.066
C 4.378 0.142 -1.921 -0.071
N 3.041 -0.031 -1.332 -0.055
C 2.668 -0.906 -0.386 -0.076
N 1.385 -0.724 -0.154 -0.031
N 1.008 0.264 -0.988 -0.095
N 1.983 0.684 -1.695 0.124
H 4.791 3.591 -2.350 0.093
H 3.318 2.651 -2.571 0.055
H 4.663 2.420 -3.665 0.091
H 6.029 1.417 -1.986 0.148
H 4.002 2.390 0.048 0.078
H 5.717 2.706 -0.037 0.095
H 5.179 1.102 0.432 0.078
H 5.011 -0.605 -1.445 0.136
H 4.315 -0.080 -2.986 0.145
H 3.319 -1.618 0.092 0.152
C -4.047 -2.109 -2.613 -0.048
C -3.449 -1.003 -1.773 -0.250
O -2.138 -1.406 -1.260 -0.174
H -5.017 -1.791 -2.993 0.105
H -4.195 -3.014 -2.024 0.093
H -3.417 -2.343 -3.474 0.096
H -4.061 -0.797 -0.896 0.108
H -3.337 -0.088 -2.356 0.122
H -1.646 -1.781 -2.004 0.116

***

# 4
50
Properties=species:S:1:pos:R:3:lowdin_charge:R:1 method="wB97M-V/def2-TZVPD" homo_energy_ev=-8.48 smiles="O=C(NC1CCCCCC1)c1ccc(OC[C@@H]2CCCO2)cc1" multiplicity=1 lumo_energy_ev=0.683 gap_ev=9.2 total_energy_ev=-27774.196
O 2.227 1.688 0.680 0.071
C 1.261 1.205 0.119 -0.453
N 1.000 1.379 -1.200 0.093
C 1.867 2.129 -2.105 -0.290
C 3.224 1.422 -2.215 -0.157
C 4.086 1.891 -3.383 -0.205
C 4.353 3.395 -3.418 -0.203
C 3.130 4.203 -3.854 -0.210
C 2.189 4.610 -2.715 -0.199
C 2.013 3.572 -1.606 -0.156
C 0.265 0.366 0.846 -0.141
C 0.703 -0.339 1.967 -0.008
C -0.165 -1.125 2.687 0.008
C -1.510 -1.220 2.315 -0.264
O -2.271 -2.020 3.112 -0.039
C -3.639 -2.224 2.844 -0.128
C -3.922 -3.312 1.786 -0.294
C -2.968 -4.512 1.906 -0.113
C -1.974 -4.275 0.770 -0.140
C -2.851 -3.571 -0.261 -0.190
O -3.773 -2.788 0.474 -0.119
C -1.959 -0.501 1.213 -0.007
C -1.075 0.280 0.490 -0.022
H 0.256 0.841 -1.610 0.129
H 1.366 2.126 -3.078 0.152
H 3.045 0.348 -2.328 0.118
H 3.757 1.568 -1.275 0.114
H 3.613 1.598 -4.324 0.110
H 5.042 1.364 -3.322 0.108
H 5.159 3.574 -4.135 0.105
H 4.702 3.736 -2.443 0.116
H 2.579 3.621 -4.596 0.103
H 3.460 5.117 -4.354 0.104
H 2.563 5.525 -2.252 0.109
H 1.214 4.845 -3.150 0.106
H 1.118 3.832 -1.036 0.120
H 2.849 3.613 -0.910 0.109
H 1.740 -0.253 2.255 0.120
H 0.167 -1.678 3.552 0.120
H -4.058 -2.558 3.798 0.136
H -4.136 -1.295 2.547 0.130
H -4.971 -3.615 1.917 0.148
H -3.513 -5.443 1.749 0.116
H -2.489 -4.539 2.882 0.117
H -1.172 -3.612 1.097 0.106
H -1.541 -5.195 0.386 0.113
H -3.399 -4.304 -0.871 0.121
H -2.296 -2.903 -0.922 0.120
H -2.988 -0.560 0.896 0.107
H -1.460 0.849 -0.345 0.112

***

# 5
54
Properties=species:S:1:pos:R:3:lowdin_charge:R:1 method="wB97M-V/def2-TZVPD" homo_energy_ev="-0.62 / -0.61" charge=-1 multiplicity=1 lumo_energy_ev="2.126 / 2.126" gap_ev="2.7 / 2.7" total_energy_ev=-36438.423
O 0.043 0.299 0.192 -0.251
C -0.494 -0.315 -1.049 -0.139
C 0.133 -1.669 -0.746 -0.063
H -0.081 0.244 -1.897 0.120
H -1.589 -0.280 -1.020 0.101
C 0.749 -0.954 0.493 -0.539
H 0.832 -1.991 -1.533 0.094
H -0.624 -2.428 -0.485 0.118
C 2.229 -0.644 0.384 -0.025
H 2.393 0.022 -0.474 0.093
H 2.829 -1.561 0.275 0.085
H 2.556 -0.105 1.287 0.077
C 0.378 -1.517 1.854 -0.022
H -0.672 -1.823 1.909 0.072
H 0.556 -0.793 2.664 0.080
H 1.004 -2.394 2.082 0.088
Cd -1.001 2.107 1.023 1.460
C -2.809 2.105 3.130 -0.201
C -3.329 2.559 1.888 -0.244
C -3.283 1.446 0.965 -0.263
H -3.906 3.462 1.676 0.086
C -2.678 0.338 1.645 -0.265
C -2.373 0.766 2.972 -0.195
H -1.895 0.190 3.761 0.081
H -2.833 2.621 4.084 0.080
H -3.729 1.448 -0.033 0.069
H -2.641 -0.691 1.285 0.071
C -0.037 4.184 2.656 -0.336
C 0.360 2.938 3.365 -0.193
C 1.160 2.165 2.566 -0.282
H 0.066 2.738 4.378 0.069
C 1.302 2.805 1.275 -0.361
C 0.598 3.996 1.303 -0.209
H 0.522 4.763 0.549 0.056
H 0.085 5.179 3.164 0.114
H 1.694 1.273 2.840 0.052
H 2.007 2.490 0.521 0.053
O 1.359 -2.742 -3.959 -0.159
C 1.855 -3.982 -3.391 -0.210
C 2.296 -4.913 -4.530 -0.173
H 1.031 -4.461 -2.826 0.118
H 2.653 -3.751 -2.666 0.118
C 1.385 -4.460 -5.678 -0.175
H 2.195 -5.964 -4.272 0.107
H 3.338 -4.699 -4.791 0.110
C 1.248 -2.955 -5.399 -0.189
H 0.406 -4.939 -5.569 0.110
H 1.782 -4.681 -6.666 0.106
H 0.300 -2.525 -5.754 0.117
H 2.068 -2.422 -5.920 0.116
O -3.158 5.729 2.598 0.059
N -2.414 5.001 3.216 -0.387
O -2.292 4.677 4.378 0.048
O -1.574 4.113 2.280 -0.249

***

# 6
76
Properties=species:S:1:pos:R:3:lowdin_charge:R:1 method="wB97M-V/def2-TZVPD" homo_energy_ev="-8.64 / -8.70" multiplicity=2 lumo_energy_ev="0.127 / -0.266" gap_ev="8.8 / 8.4" total_energy_ev=-337053.907 s_squared=0.754
C 4.690 -1.186 -0.650 -0.103
C 4.772 -2.115 0.550 -0.216
C 3.427 -2.534 1.125 -0.234
O 2.477 -2.774 0.103 -0.160
C 1.308 -3.388 0.614 -0.197
C 0.030 -3.022 -0.174 -0.469
P -0.424 -4.549 -1.115 0.765
N 0.347 -4.702 -2.473 -0.265
C 0.211 -1.954 -1.261 -0.121
C 0.099 -0.491 -0.808 -0.453
C 1.355 0.029 -0.108 -0.027
C -0.009 0.331 -2.116 -0.033
N -1.163 -0.265 -0.009 -0.208
O -2.180 -0.296 -0.803 -0.042
C -1.347 -1.200 1.130 -0.459
C -2.809 -1.043 1.602 -0.036
C -0.466 -0.813 2.347 -0.008
C -1.176 -2.669 0.732 -0.120
H 4.316 -0.208 -0.350 0.068
H 4.067 -1.598 -1.440 0.072
H 5.678 -1.018 -1.077 0.073
H 5.382 -2.995 0.348 0.107
H 5.287 -1.576 1.349 0.109
H 3.574 -3.440 1.721 0.124
H 3.051 -1.747 1.791 0.116
H 1.483 -4.468 0.522 0.101
H 1.214 -3.189 1.682 0.108
H -1.825 -4.476 -1.274 0.016
H -0.197 -5.613 -0.215 0.020
H 0.898 -5.551 -2.497 -0.107
H 1.135 -2.085 -1.812 0.126
H -0.606 -2.092 -1.975 0.111
H 2.197 -0.272 -0.724 0.062
H 1.344 1.116 -0.087 0.081
H 1.526 -0.404 0.872 0.060
H 1.013 0.513 -2.451 0.090
H -0.493 -0.232 -2.907 0.083
H -0.472 1.297 -1.959 0.051
H -3.498 -1.531 0.920 0.076
H -3.055 0.017 1.656 0.081
H -2.935 -1.478 2.590 0.086
H -1.074 -0.776 3.245 0.080
H 0.321 -1.538 2.533 0.065
H -0.014 0.162 2.193 0.069
H -2.090 -3.044 0.273 0.090
H -1.060 -3.231 1.663 0.131
C -6.143 0.621 -3.329 -2.062
Cl -7.012 2.155 -3.444 0.519
Cl -7.019 -0.622 -4.231 0.521
Cl -4.526 0.808 -4.002 0.532
Cl -6.033 0.142 -1.631 0.502
C 2.205 -7.400 -5.246 -2.058
Cl 1.421 -5.873 -5.626 0.536
Cl 1.262 -8.739 -5.911 0.518
Cl 3.832 -7.428 -5.934 0.518
Cl 2.314 -7.581 -3.488 0.523
C -1.273 4.092 0.632 -1.998
Cl -1.312 2.340 0.391 0.664
Cl -2.779 4.607 1.399 0.495
Cl 0.095 4.505 1.677 0.483
Cl -1.086 4.908 -0.926 0.536
C -6.780 3.610 2.018 -2.046
Cl -5.992 2.458 0.936 0.502
Cl -7.345 2.781 3.471 0.528
Cl -5.640 4.883 2.473 0.492
Cl -8.155 4.334 1.183 0.529
C 1.957 6.477 4.795 -2.051
Cl 0.922 7.636 3.962 0.507
Cl 1.047 5.702 6.094 0.530
Cl 2.504 5.254 3.642 0.489
Cl 3.361 7.308 5.469 0.530
C 3.172 9.023 0.470 -2.057
Cl 4.901 8.661 0.492 0.523
Cl 2.777 10.075 1.835 0.511
Cl 2.760 9.843 -1.039 0.525
Cl 2.256 7.520 0.592 0.495

***

# 7
67
Properties=species:S:1:pos:R:3:lowdin_charge:R:1 method="wB97M-V/def2-TZVPD" homo_energy_ev=-6.94 charge=-1 multiplicity=1 lumo_energy_ev=2.135 gap_ev=9.1 total_energy_ev=-71574.697
Cl -0.048 -0.506 2.002 0.605
O 1.019 -0.100 2.854 -0.383
O -0.152 -1.972 2.020 -0.366
O -1.195 0.230 2.412 -0.357
O 0.315 -0.128 0.677 -0.373
C 2.453 -3.246 0.440 -0.099
C 3.631 -4.177 -0.035 -0.086
O 2.992 -5.134 -0.913 0.022
C 1.729 -5.276 -0.441 -0.543
O 1.051 -6.233 -0.685 0.142
O 1.400 -4.202 0.381 0.034
H 2.277 -2.415 -0.243 0.114
H 2.540 -2.777 1.420 0.130
H 4.031 -4.826 0.744 0.127
H 4.361 -3.586 -0.588 0.125
C 2.703 2.859 4.300 -0.002
C 1.210 2.804 4.851 -0.200
C 0.870 2.906 6.360 -0.053
O -0.015 4.104 6.512 0.039
C -0.138 4.667 5.232 -0.580
O -0.764 5.702 5.004 0.093
O 0.548 4.053 4.342 0.072
H 3.224 3.816 4.284 0.077
H 2.604 2.477 3.284 0.078
H 3.355 2.305 4.976 0.072
H 0.623 2.072 4.297 0.129
H 1.880 2.840 6.765 0.117
H 0.270 2.049 6.667 0.127
C -2.273 -0.117 -1.561 0.009
C -2.805 -1.496 -1.293 -0.317
C -3.102 -1.845 0.082 -0.087
O -4.464 -2.326 0.118 0.117
C -4.832 -2.415 -1.130 -0.638
O -5.737 -3.036 -1.603 0.144
O -4.148 -1.532 -1.854 0.079
H -2.795 0.281 -2.432 0.101
H -1.219 -0.057 -1.830 0.067
H -2.442 0.451 -0.647 0.080
H -2.269 -2.290 -1.813 0.155
H -3.078 -0.885 0.596 0.124
H -2.330 -2.471 0.530 0.138
C 0.591 -2.227 -6.177 -0.018
C 0.534 -2.485 -4.675 -0.356
C 1.793 -3.017 -4.037 -0.030
O 2.101 -2.037 -2.999 0.112
C 1.260 -1.135 -2.951 -0.559
O 1.307 -0.220 -2.124 0.115
O 0.323 -1.298 -4.003 0.069
H -0.423 -1.984 -6.495 0.081
H 0.854 -3.080 -6.804 0.081
H 1.107 -1.377 -6.623 0.089
H -0.164 -3.245 -4.323 0.157
H 2.634 -3.136 -4.720 0.135
H 1.716 -3.924 -3.438 0.132
C 0.462 3.287 -0.735 -0.009
C -0.941 3.249 -0.167 -0.296
C -1.627 4.515 0.547 -0.068
O -2.840 4.440 -0.041 0.099
C -2.836 3.853 -1.148 -0.601
O -3.857 3.884 -1.814 0.119
O -1.620 3.288 -1.363 0.055
H 0.732 2.332 -1.185 0.078
H 0.947 3.313 0.241 0.081
H 0.719 4.162 -1.332 0.091
H -1.170 2.333 0.377 0.139
H -1.302 5.519 0.277 0.137
H -1.576 4.424 1.632 0.135

***

# 8
66
Properties=species:S:1:pos:R:3:lowdin_charge:R:1 method="wB97M-V/def2-TZVPD" homo_energy_ev="-3.48 / -5.94" charge=-1 multiplicity=4 lumo_energy_ev="2.451 / 1.772" gap_ev="5.9 / 7.7" total_energy_ev=-106772.359 s_squared=3.783
Ti -0.332 0.201 -1.420 1.077
C -4.392 -0.162 -0.240 -0.026
C -3.046 -0.621 -0.698 -0.421
O -2.084 0.264 -0.576 -0.255
C -2.795 -1.860 -1.280 -0.020
C -1.502 -2.329 -1.461 -0.308
C -1.125 -3.462 -2.355 -0.038
N -0.509 -1.749 -0.614 -0.090
N -0.435 -2.332 0.562 0.113
C 0.000 -1.552 1.581 -0.433
O 0.069 -0.311 1.566 -0.049
C 0.363 -2.315 2.815 -0.141
C 0.453 -1.639 4.028 -0.042
C 0.816 -2.309 5.185 -0.095
C 1.103 -3.667 5.139 -0.108
C 1.014 -4.348 3.932 -0.091
C 0.642 -3.679 2.776 -0.029
H -4.698 0.726 -0.801 0.077
H -4.345 0.114 0.817 0.082
H -5.146 -0.939 -0.363 0.073
H -3.628 -2.451 -1.646 0.114
H -1.950 -4.175 -2.427 0.077
H -0.238 -3.968 -1.979 0.072
H -0.893 -3.105 -3.360 0.072
H 0.221 -0.582 4.044 0.102
H 0.875 -1.774 6.125 0.095
H 1.394 -4.193 6.040 0.093
H 1.237 -5.407 3.890 0.096
H 0.564 -4.197 1.830 0.107
C -0.933 4.030 -2.177 -0.249
P -0.918 2.859 -0.779 0.909
C -2.400 3.373 0.167 -0.251
C 0.447 3.601 0.213 -0.374
C 0.909 2.751 1.403 -0.339
P 2.082 1.418 0.993 0.934
C 2.765 1.024 2.678 -0.222
C 3.485 2.209 0.164 -0.198
H -0.904 5.067 -1.835 0.042
H -1.828 3.864 -2.775 0.038
H -0.066 3.821 -2.804 0.045
H -2.428 4.449 0.357 0.037
H -2.434 2.830 1.112 0.040
H -3.282 3.086 -0.408 0.036
H 0.129 4.587 0.568 0.080
H 1.271 3.769 -0.483 0.070
H 0.078 2.281 1.935 0.080
H 1.432 3.384 2.130 0.086
H 3.521 1.757 2.976 0.037
H 3.205 0.028 2.667 0.043
H 1.946 1.022 3.394 0.025
H 3.816 3.099 0.704 0.052
H 3.204 2.466 -0.857 0.044
H 4.308 1.496 0.123 0.057
F -1.784 -0.326 -4.037 0.039
C -1.368 0.763 -3.322 -0.542
F -0.639 1.504 -4.199 0.040
F -2.529 1.503 -3.141 -0.010
O 1.308 0.823 -0.629 -0.544
O 1.074 1.488 -1.899 -0.365
F 0.711 -0.992 -2.867 -0.243
P 2.176 -1.763 -3.353 0.192
F 1.294 -2.616 -4.390 -0.142
F 2.951 -0.868 -2.270 -0.139
F 2.346 -0.606 -4.443 -0.129
F 1.893 -2.868 -2.217 -0.145
F 3.525 -2.495 -3.812 -0.140